42
Properties=species:S:1:pos:R:3:forces:R:3:mulliken_charge:R:1 method="wB97M-V/def2-TZVPD" total_charge=-2 e_homo_ev=0.2
Pd 0.615184 -0.707349 -0.679942 0.2664 -0.4386 0.1021 -0.061
O -2.809088 0.175204 2.255543 0.1263 -0.0810 -0.0469 -0.612
C -1.952227 -0.551186 1.409143 -0.2317 0.2082 -0.2564 0.791
O -1.290976 0.106285 0.587292 0.0914 -0.1211 0.0124 -0.301
C -2.661984 -1.839321 1.010247 0.0834 0.0031 0.0610 -1.003
O -1.758258 -2.773696 0.482705 -0.0672 0.0037 -0.0110 -0.359
C -0.838820 -3.281811 1.432635 0.0462 -0.0464 0.1028 -0.351
C -0.586276 -2.439325 2.685246 0.3325 0.1104 -0.2187 0.558
O -0.042855 -2.991196 3.638740 -0.0675 -0.0441 0.0058 -0.759
O -0.863552 -1.184664 2.629850 -0.1614 -0.1401 0.2835 -0.370
H -2.394158 1.047656 2.261803 -0.0290 0.0334 -0.0212 0.352
H -3.229290 -2.244121 1.860893 0.0614 0.0196 0.0035 0.351
H -3.358539 -1.590189 0.207567 -0.0105 0.0061 0.0051 0.404
H -1.150724 -4.277924 1.769800 -0.0158 0.0271 -0.0463 0.268
H 0.131072 -3.361594 0.927696 -0.0875 -0.0056 0.0595 0.221
C 2.546406 -0.251272 2.458190 -0.1632 -0.0216 0.0518 -1.041
N 2.323274 0.658968 1.366510 0.3040 -0.0346 0.1336 0.455
C 2.200609 2.030330 1.477006 -0.0699 0.1040 -0.0734 -0.502
C 2.250096 2.526140 0.221880 -0.0749 0.0110 0.1101 -0.426
N 2.428474 1.497789 -0.672042 0.0390 -0.0828 -0.0967 0.224
B 2.221658 1.674845 -2.214206 0.0145 0.0343 -0.0432 0.095
N 0.682025 1.538552 -2.524083 0.0972 -0.0807 0.0172 0.185
C -0.207674 2.541763 -2.221027 -0.1170 -0.0258 0.0898 -0.412
C -1.461512 2.038711 -2.199721 0.1068 0.1037 0.1184 -0.471
N -1.343372 0.694698 -2.481352 -0.1947 0.0096 -0.2521 0.386
C -2.420769 -0.244883 -2.605719 -0.0337 -0.0440 0.1167 -0.914
C -0.025520 0.368823 -2.675014 0.1548 0.0260 -0.2330 -0.428
S 0.470397 -1.115606 -3.396395 -0.1438 0.1669 0.1817 -0.396
C 2.453937 0.305449 0.037231 -0.0440 0.0471 -0.1426 -0.368
S 3.089535 -1.230229 -0.470802 -0.3059 0.1959 0.0810 -0.430
H 2.533223 0.318113 3.388402 -0.0145 -0.0016 -0.0064 0.282
H 3.510007 -0.752513 2.337364 -0.0064 0.0029 -0.0188 0.366
H 1.762719 -1.007819 2.504156 0.0350 0.0090 -0.0200 0.227
H 2.024670 2.513744 2.421880 0.0295 -0.0044 0.0158 0.395
H 2.128752 3.538522 -0.122411 0.0258 0.0213 0.0070 0.413
H 2.854376 0.871036 -2.839457 -0.0018 0.0079 0.0041 -0.146
H 2.515048 2.839604 -2.467908 0.0113 -0.0276 -0.0035 -0.264
H 0.138292 3.533093 -1.987421 0.0049 0.0267 -0.0218 0.410
H -2.399984 2.486797 -1.925958 -0.0227 0.0008 -0.0393 0.407
H -3.345208 0.255161 -2.314362 -0.0071 -0.0087 -0.0110 0.312
H -2.245010 -1.095319 -1.944528 0.0314 0.0017 -0.0012 0.166
H -2.493956 -0.621247 -3.629440 0.0081 0.0286 0.0006 0.349



14
Properties=species:S:1:pos:R:3:forces:R:3:mulliken_charge:R:1 method="wB97M-V/def2-TZVPD" e_homo_ev=-10.2
C -0.095497 -1.046690 0.522444 0.2138 -0.1588 -0.0207 0.541
C 0.050458 0.458517 0.816470 0.3242 0.0100 0.2703 0.649
C -0.140993 -1.447642 -0.922444 0.0063 -0.2926 0.0868 -1.206
C 0.881378 1.261877 -0.182862 0.1439 0.1260 -0.1080 -1.508
O -0.209875 -1.828655 1.428650 0.0987 0.1006 -0.0293 -0.537
C -1.303907 0.967497 0.829632 -0.1215 0.0343 0.1228 0.044
N -2.391099 1.317093 0.780440 -0.5816 0.2666 -0.0226 -0.438
H 0.461747 0.550133 1.828216 -0.0659 -0.0945 -0.1420 0.316
H -1.081416 -1.105118 -1.348231 -0.1199 0.1051 -0.1161 0.331
H -0.091037 -2.529006 -0.993126 -0.0535 -0.0717 0.0018 0.360
H 0.670901 -1.007324 -1.490613 0.0863 0.0887 -0.0793 0.341
H 0.972912 2.294768 0.169424 0.0146 -0.2025 -0.0974 0.416
H 1.883734 0.832833 -0.274869 -0.1386 0.0883 -0.0403 0.330
H 0.392694 1.281718 -1.163129 0.1933 0.0004 0.1739 0.359



21
Properties=species:S:1:pos:R:3:forces:R:3:mulliken_charge:R:1 method="wB97M-V/def2-TZVPD" e_homo_ev=-8.1
C -3.240615 0.920918 -0.020989 0.7881 -0.8543 1.5871 -1.347
C -1.856760 0.275795 -0.009248 0.5282 1.6681 -0.8649 0.476
C -1.679370 -1.104466 0.034437 -1.8366 -0.3357 0.4471 -0.446
C -0.483403 -1.738555 0.015929 1.7758 0.9147 0.2101 -1.131
C 0.670288 -0.907443 -0.020119 -2.3636 -0.5126 -0.0150 0.546
C 2.990435 -0.652415 -0.041129 1.9583 -0.6229 0.2683 -0.176
C 3.004497 0.704245 -0.030198 0.0730 -0.7983 0.2698 -0.806
C 1.740014 1.366841 0.007276 -1.5989 0.5539 -0.1956 0.613
C 0.533403 0.478190 -0.049332 1.3758 -0.3765 -0.0240 0.530
C -0.705152 1.077019 -0.100038 -1.1658 -0.9022 -0.2177 -0.473
H -4.008756 0.152797 0.025431 -0.1370 0.0454 0.0125 0.350
H -3.305123 1.547717 0.877784 -0.2413 -0.1747 -0.0863 0.303
H -3.437077 1.569071 -0.832432 0.0406 0.5244 -1.1287 0.340
H -2.585204 -1.700531 0.140684 0.1183 -0.0279 -0.1376 0.289
H -0.362034 -2.806413 0.126347 -0.1753 -0.1042 -0.1651 0.318
H 2.061901 -2.459321 0.035506 -0.4157 0.6205 -0.0873 0.229
H 3.958534 -1.207904 0.002119 -0.9325 0.4924 -0.1103 0.274
H 3.945187 1.230895 0.084531 -0.2083 0.0165 -0.2244 0.397
H -0.662249 2.140050 -0.301589 -0.4926 0.0930 0.4324 0.469
N 1.897658 -1.455673 -0.034517 2.0420 -0.5056 0.0335 -0.057
O 1.523835 2.569189 0.089552 0.8673 0.2862 -0.0039 -0.697



37
Properties=species:S:1:pos:R:3:forces:R:3:lowdin_spin:R:1 method="wB97M-V/def2-TZVPD" total_charge=+1 e_homo_ev="-10.4 / -10.4" multiplicity=3 s_squared=2.05
V -0.172236 0.402926 -0.777270 -0.8761 -0.3649 -0.3977 2.039
C -4.438214 0.334390 1.198621 -0.0298 0.1116 0.2363 0.000
O -4.103564 -0.382420 -0.012064 0.1026 0.0281 -0.1026 0.000
C -2.861517 -0.299099 -0.412327 -0.2612 -0.0932 0.0152 0.004
O -1.964565 0.278101 0.206087 -0.3154 -0.2331 0.2304 0.018
N -2.661295 -0.902581 -1.605962 -0.0962 -0.0543 -0.0078 0.004
N -1.361241 -0.948023 -2.125825 -0.0312 0.3497 0.0965 0.009
H -5.520216 0.320965 1.254122 -0.0006 -0.0452 -0.0509 0.000
H -4.070726 1.355765 1.144830 0.0053 -0.0155 -0.0554 0.000
H -4.007111 -0.170346 2.060115 0.0255 -0.0333 -0.0496 0.000
H -3.414350 -1.410926 -2.040754 -0.0303 -0.0293 -0.0611 0.000
H -1.343949 -0.559991 -3.063884 -0.0774 0.0379 -0.0724 0.003
H -1.019231 -1.900883 -2.141611 0.0914 -0.1243 0.0973 0.002
Se -1.103091 2.324393 -1.969696 -0.2836 -0.0760 -0.4364 -0.084
Se 0.347232 3.745083 -0.885251 0.4060 0.1290 0.2462 0.024
Se 1.423197 1.982246 0.259304 0.3780 0.6672 0.4051 -0.002
Se 2.102308 0.588374 -1.446878 0.8829 0.0140 -0.4197 -0.027
C 3.803900 -2.500484 -0.722474 0.0935 0.0842 -0.1282 0.000
N 2.412420 -2.711124 -0.323479 -0.1216 0.2109 0.0313 0.000
C 1.638784 -3.388348 -1.353159 0.0265 0.0760 0.0440 0.001
C 1.828213 -2.011650 0.672596 0.1242 -0.2901 -0.0391 0.002
S 0.141578 -1.597895 0.636770 0.1246 -0.3302 0.2116 0.009
N 2.544922 -1.725233 1.756227 0.0957 0.0715 -0.0857 -0.001
C 2.078303 -0.812790 2.794551 -0.0330 0.0786 0.1037 0.000
C 3.776263 -2.428048 2.103402 0.0606 -0.1208 0.2195 0.000
H 3.815900 -2.120865 -1.746770 -0.0380 -0.0446 0.0041 0.000
H 4.364044 -3.436076 -0.692568 0.0174 0.0217 0.0216 0.000
H 4.289633 -1.757604 -0.100218 -0.0631 -0.0166 -0.1067 0.000
H 2.197577 -4.268788 -1.671295 0.0060 0.0295 -0.0088 0.000
H 1.502946 -2.736525 -2.224087 -0.0599 -0.0163 0.0288 0.000
H 0.680605 -3.707356 -0.959694 -0.0504 0.0142 -0.0027 0.001
H 1.396771 -0.076456 2.387428 -0.0269 0.0042 -0.0477 -0.001
H 2.943320 -0.303322 3.217895 0.0103 -0.0290 -0.0246 0.000
H 1.564636 -1.359482 3.587401 0.0177 -0.0291 -0.0189 0.000
H 3.873701 -3.341516 1.525512 -0.0199 0.0236 0.0823 0.000
H 3.727653 -2.694933 3.158890 -0.0427 0.0304 0.0080 0.000
H 4.654185 -1.798552 1.950648 -0.0110 -0.0364 0.0338 0.000



12
Properties=species:S:1:pos:R:3:forces:R:3:mulliken_charge:R:1 method="wB97M-V/def2-TZVPD" e_homo_ev=-9.9
C -0.126559 1.459403 0.289639 0.0277 0.0877 -0.0151 -1.275
C -0.093587 -0.056666 0.475892 0.0116 0.0525 -0.0356 0.478
C -1.327739 -0.709992 -0.146977 -0.3455 0.1426 -0.2045 -0.120
O -2.167977 -0.099527 -0.756263 0.3334 -0.2965 0.3184 -0.459
C 1.055369 -0.728575 -0.148213 0.3184 -0.2609 -0.2085 -0.856
C 1.909369 -1.351458 -0.724612 -0.2634 0.2392 0.2065 0.213
H 0.693934 1.944437 0.824313 -0.0753 -0.1258 -0.0847 0.380
H -0.058630 1.711435 -0.771185 0.0005 -0.0246 0.1430 0.308
H -1.077230 1.849456 0.664145 0.1614 -0.0436 -0.0428 0.320
H -0.096133 -0.311234 1.546972 -0.0375 0.0032 -0.1649 0.239
H -1.385301 -1.810052 -0.020971 -0.0116 0.0975 -0.0246 0.352
H 2.674483 -1.897222 -1.232735 -0.1199 0.1287 0.1127 0.421



80
Properties=species:S:1:pos:R:3:forces:R:3:mulliken_charge:R:1 method="wB97M-V/def2-TZVPD" total_charge=+1 e_homo_ev=-10.1
Bi -1.174393 0.031351 -0.963675 -0.0869 0.3338 0.1463 1.624
Br -4.452834 -0.292389 6.326809 -0.0573 0.0067 0.0575 -0.156
C -3.196223 -0.257566 4.928594 0.0167 0.0027 -0.0016 -0.044
C -3.601017 -0.542555 3.635468 0.0175 -0.0071 -0.0667 -0.806
C -2.663190 -0.516717 2.615912 -0.1952 -0.1349 -0.1758 -0.007
C -1.336781 -0.207519 2.871455 0.3486 0.0721 -0.1875 0.160
C -0.943397 0.057078 4.179176 0.0239 0.0285 0.1095 -0.452
C -1.869595 0.037371 5.207407 0.0684 -0.0235 -0.0318 -0.847
N -0.443884 -0.188040 1.755578 -0.5317 0.1208 0.0216 1.074
C 0.759441 0.172018 1.881066 0.0905 0.5051 -0.4060 -0.736
C 1.705081 0.102577 0.740970 -0.4175 0.5078 -0.2549 -0.097
C 3.054926 0.250091 0.993116 0.1258 1.1317 -0.4117 -0.225
C 3.961764 0.092613 -0.044277 -0.0423 0.1253 -0.0113 -0.815
C 3.483197 -0.210138 -1.302516 -0.0194 -0.0470 -0.0769 -1.183
C 2.113489 -0.319445 -1.486978 -0.2602 0.0269 -0.0216 -0.828
N 1.234582 -0.160580 -0.492821 0.2337 -0.0418 0.0331 1.175
H -4.634486 -0.788957 3.432247 0.0301 0.0145 -0.0091 0.444
H -2.969456 -0.752516 1.600946 0.0386 0.0311 0.0718 0.242
H 0.088217 0.277413 4.419115 -0.0398 0.0192 0.0538 0.371
H -1.561981 0.239830 6.223835 -0.0023 0.0099 -0.0112 0.454
H 1.193327 0.500008 2.825243 0.0809 0.0677 -0.0296 0.329
H 3.389181 0.463580 2.000807 -0.1352 0.2617 -0.3572 0.539
H 5.024094 0.200706 0.134088 -0.0216 0.0160 -0.0099 0.491
H 4.149112 -0.348714 -2.143438 -0.0348 -0.0009 0.0072 0.567
H 1.691824 -0.528947 -2.462448 -0.0121 0.0184 0.0076 0.544
N -0.615732 -0.236457 -3.045138 0.0431 -0.2135 -0.1924 -0.672
C -0.900990 0.242718 -4.101890 0.4027 0.5080 0.3823 0.724
N -1.232907 0.659360 -5.205264 -0.4367 -0.1315 -0.4969 -0.629
C -0.879306 1.630843 -6.030509 0.0986 -0.0856 0.1929 0.499
N -0.621079 2.464787 -6.784616 -0.0864 -0.2542 -0.0461 -0.477
C -0.126186 4.414481 -4.543157 -0.0422 0.1029 0.1743 -0.468
C 0.819860 3.487682 -4.133905 0.0573 0.0668 0.1508 -0.599
C 0.635668 2.768533 -2.959019 0.1457 -0.0326 -0.0694 -0.167
C -0.511698 2.942181 -2.193098 -0.0680 -0.1056 0.0751 -0.575
C -1.457347 3.880367 -2.606181 -0.0545 -0.0388 0.0610 -0.081
C -1.260288 4.616311 -3.765185 0.0847 0.0002 -0.0526 -0.559
N -0.741278 2.158310 -1.021461 -0.3247 -0.1081 0.0670 0.622
C -1.022728 2.840463 0.189604 0.0854 -0.1240 -0.0257 0.095
C -2.116030 2.492893 0.983471 -0.0860 -0.0796 -0.0384 -0.299
C -2.302708 3.054164 2.243879 0.0093 0.0426 -0.0732 -0.647
C -1.424525 4.017045 2.710261 0.0282 -0.0307 -0.0596 -0.746
C -0.356437 4.407482 1.903437 -0.0007 -0.0061 -0.0150 -0.696
C -0.150110 3.824909 0.664113 0.0478 0.0427 0.0386 -0.256
H 0.011960 4.962397 -5.465284 -0.0198 -0.0354 0.0313 0.406
H 1.709178 3.324113 -4.729701 -0.0273 0.0029 0.0048 0.388
H 1.394295 2.067803 -2.629473 -0.0350 -0.0101 0.0132 0.240
H -2.348859 4.030947 -2.005970 0.0299 0.0035 -0.0109 0.434
H -2.006522 5.337743 -4.073089 0.0157 -0.0038 0.0056 0.419
H -2.856077 1.786979 0.606564 0.0644 0.0494 0.0165 0.400
H -3.153311 2.752793 2.843945 0.0177 -0.0040 -0.0137 0.482
H -1.576849 4.474855 3.679066 0.0164 -0.0143 -0.0240 0.441
H 0.330048 5.169861 2.250969 -0.0170 -0.0087 -0.0068 0.427
H 0.694042 4.119523 0.050677 -0.0286 -0.0108 0.0146 0.477
N -3.808468 0.490278 -2.057015 0.2214 0.0585 -0.0732 -0.772
H -4.525099 -0.206046 -1.881883 -0.0132 0.0008 0.0173 0.250
H -3.694165 0.537848 -3.066363 0.0035 0.0022 0.0030 0.255
H -4.189303 1.388644 -1.775918 0.0072 0.0000 0.0233 0.257
C -1.742182 -4.741400 -0.266212 -0.0093 0.0338 0.0425 -0.879
C -1.732698 -3.377257 -0.481880 0.0924 0.0030 0.0148 -0.204
N -0.619209 -2.698664 -0.783957 -0.0659 -0.1098 -0.1591 0.158
C 0.518629 -3.376557 -0.864822 -0.0907 0.4252 0.0605 -0.746
C 0.627859 -4.732220 -0.607649 0.1057 -0.2283 -0.0030 0.214
C -0.537793 -5.428383 -0.330495 0.0173 -0.1087 0.0082 -0.477
C 1.957769 -5.379922 -0.612442 -0.4160 -0.0846 -0.2754 -0.800
C 3.051248 -4.949385 0.005711 0.3480 0.2344 0.2457 -0.781
C 3.187864 -3.770229 0.892662 -0.1000 -0.2881 -0.2801 1.144
C 4.450175 -3.306086 1.237551 0.1890 0.0637 0.0200 -0.774
C 4.521286 -2.195641 2.058345 -0.1049 -0.0997 0.2389 -0.406
N 3.433889 -1.578725 2.523619 0.1441 -1.3790 0.6359 -0.529
C 2.274176 -2.120690 2.155249 0.2988 -1.0098 0.3579 -0.776
N 2.088777 -3.171637 1.364562 0.1140 0.4190 0.5486 -0.371
H -2.665775 -5.250801 -0.028594 0.0160 0.0025 -0.0254 0.439
H -2.652183 -2.799965 -0.406365 0.0591 -0.0248 -0.0270 0.381
H 1.414936 -2.806252 -1.086267 -0.1450 -0.0507 -0.1397 0.836
H -0.501733 -6.493639 -0.133586 -0.0161 0.0278 -0.0175 0.499
H 2.042626 -6.282214 -1.211841 -0.0195 -0.0193 0.1111 0.460
H 3.962838 -5.521505 -0.132625 -0.0094 0.0610 0.0129 0.355
H 5.345755 -3.794396 0.875528 -0.0304 0.0202 0.0229 0.425
H 5.479893 -1.785375 2.357583 -0.0018 0.0087 -0.0017 0.491
H 1.375785 -1.653390 2.548415 0.2673 -0.5244 0.0898 1.348



14
Properties=species:S:1:pos:R:3:forces:R:3:mulliken_charge:R:1 method="wB97M-V/def2-TZVPD" e_homo_ev="-9.6 / -9.6"
C -1.441354 0.727723 0.282082 2.3776 1.3809 3.6440 0.526
C -0.667622 -1.256897 -1.102474 -1.1144 -0.3282 0.3520 0.544
N -1.415220 -0.086634 -0.732401 -0.2496 -0.1571 -0.9236 -0.099
N -0.304289 0.869732 1.192850 1.8407 -1.3871 -0.9930 -0.223
N 0.047118 -1.793417 -0.116038 1.2402 2.9990 2.1042 -0.639
O -2.325751 1.458377 0.582710 -2.2051 1.2137 -0.1548 -0.584
O -0.988342 -1.711205 -2.167955 0.4099 -0.5124 -1.1530 -0.581
P 1.252223 0.358273 0.954285 -0.5690 -1.1836 -1.6967 0.508
S 2.538533 0.233032 2.379567 -1.0309 -0.0752 -0.9136 -0.235
S 1.909389 1.241480 -0.913679 1.6895 -1.7523 1.6310 -0.197
H -2.299348 0.128739 -1.171554 0.0794 -0.8738 -1.0509 0.208
H -0.312894 1.591072 1.886232 -0.9617 0.4413 0.3121 0.307
H 0.785066 -2.400019 -0.374424 0.5198 -0.7774 -0.7204 0.248
H 3.222490 0.639744 -0.699201 -2.0265 1.0123 -0.4374 0.219



20
Properties=species:S:1:pos:R:3:forces:R:3:mulliken_charge:R:1 method="wB97M-V/def2-TZVPD" e_homo_ev=-8.9
C 0.276164 -0.556691 0.394450 -0.1127 0.1571 0.2833 0.427
C 0.284069 -0.002802 1.831340 0.2551 -0.1253 -0.2650 -0.576
C 0.124057 1.518732 -0.983772 -0.0641 -0.0300 0.2985 -1.050
C 1.695909 -0.797152 -0.109340 -0.3200 0.0691 0.0703 -1.638
N -0.496245 0.280632 -0.532475 -0.8768 0.6087 0.9213 -0.310
C -1.962749 -0.896233 -1.800710 -1.8979 -0.2703 -0.1579 0.253
O -0.933396 -0.216081 2.508684 -0.2103 -0.0283 0.0924 -0.521
N -2.973165 -0.735622 -1.250751 0.9061 -0.3652 -0.6183 -0.515
H -1.660362 0.121824 1.976611 -0.0572 0.0426 0.0088 0.310
H -0.256367 -1.516536 0.428285 0.0871 0.0567 0.0959 0.228
H -1.474884 0.456931 -0.159473 1.8897 -0.1936 -0.5337 0.374
H 0.544170 1.066425 1.823192 0.0394 -0.0996 -0.0452 0.213
H 1.040238 -0.524428 2.421239 -0.0004 0.0241 -0.0249 0.356
H -1.190472 -1.132904 -2.496161 0.0663 -0.0341 0.0978 0.282
H -0.611308 2.074031 -1.564567 0.0436 0.0424 -0.0291 0.404
H 0.973397 1.291830 -1.627023 0.0097 0.0444 -0.0249 0.304
H 0.473378 2.160382 -0.165255 0.0344 0.0718 -0.0711 0.266
H 2.158566 -1.593864 0.468477 0.0433 -0.0262 0.0335 0.449
H 1.682453 -1.096080 -1.155132 0.0541 -0.0111 -0.1058 0.374
H 2.306547 0.097603 -0.007619 0.1106 0.0668 -0.0258 0.372



ΔE to the lowest compared entry with this formula, charge and spin readings, ordered: 11.0, 13.9, 0.0, 4.1, 42.4, 30.2, 54.3, 65.5 kcal/mol
Largest force on an atom readings, ordered: 0.52, 0.64, 2.42, 1.03, 0.55, 1.53, 4.56, 1.97 eV/Å